C53H130N8O4 | ωB97M-V with the def2-TZVPD basis set

```
195
Properties=species:S:1:pos:R:3:forces:R:3
C 6.337377 -3.731271 1.749133 -0.7 0.2 0.2
C 7.352535 -2.629615 2.077081 0.6 -0.3 0.3
C 7.065878 -2.006390 3.453132 1.5 -0.2 -0.3
N 7.996971 -0.856694 3.875032 0.5 0.3 1.1
C 7.862622 0.320548 2.950976 -1.0 -0.2 0.7
C 7.631043 -0.476477 5.327088 -0.3 0.5 0.8
C 8.750809 -0.888345 6.315745 1.1 -0.5 -1.4
C 9.627537 -1.797903 5.420295 -0.3 -0.1 -0.1
C 9.513973 -1.220557 4.030595 -1.4 -0.3 -0.8
H 6.473383 -4.199552 0.775653 0.1 0.4 -0.1
H 5.319432 -3.336787 1.815128 0.0 0.0 -0.2
H 6.339282 -4.571062 2.448820 0.3 0.2 0.2
H 7.448873 -1.853553 1.315572 -0.4 -0.1 -0.2
H 8.326512 -3.129995 2.099704 0.1 0.2 0.1
H 7.301060 -2.753151 4.210688 -0.7 -0.2 0.1
H 6.055325 -1.607291 3.500747 0.0 -0.1 0.3
H 8.497445 0.173335 2.086123 0.0 0.2 -0.1
H 8.042242 1.225612 3.523942 0.7 0.0 -0.3
H 6.803860 0.406349 2.699099 0.1 -0.2 -0.4
H 7.526474 0.604204 5.374992 -0.2 0.0 -0.2
H 6.674828 -0.910549 5.610708 -0.1 -0.1 -0.3
H 9.350022 -0.032935 6.623008 -0.2 0.1 0.0
H 8.489389 -1.467996 7.196387 -0.6 0.3 0.0
H 10.661738 -1.916153 5.734963 0.0 0.1 0.1
H 9.169051 -2.791730 5.416348 0.2 -0.1 0.0
H 10.039357 -0.287861 3.836520 0.2 0.0 0.3
H 9.705343 -1.913247 3.213995 0.3 0.0 0.1
C 6.348235 -6.099446 -1.530940 1.0 -0.3 -0.6
C 6.119092 -7.399101 -2.309363 0.5 -1.2 0.1
C 6.953795 -7.633917 -3.578884 -1.1 0.1 -0.8
N 6.347349 -8.699131 -4.491727 0.9 -0.2 1.0
C 4.959527 -8.370445 -4.906692 0.0 -0.1 -0.7
C 6.427861 -10.070218 -3.826699 -1.1 -0.3 0.1
C 6.307202 -11.058517 -4.979582 0.1 0.0 -0.2
C 6.874206 -10.320421 -6.233459 -0.2 -0.5 1.1
C 7.240353 -8.946576 -5.683170 0.3 0.1 -0.6
H 7.412013 -5.914338 -1.329393 0.0 -0.4 0.0
H 5.872295 -6.192584 -0.556774 -0.4 0.4 -0.1
H 6.076942 -5.228836 -2.132417 -0.6 0.0 0.3
H 5.060667 -7.548495 -2.511091 -0.1 0.3 -0.1
H 6.383889 -8.263987 -1.691849 -0.2 0.2 0.4
H 7.941570 -8.027781 -3.357661 0.2 0.4 0.0
H 6.970713 -6.754142 -4.225177 0.4 0.1 0.2
H 4.879768 -7.319101 -5.178065 0.2 0.1 0.2
H 4.239946 -8.625873 -4.137941 0.0 -0.1 0.0
H 4.768122 -8.931082 -5.819015 -0.3 -0.1 0.2
H 5.594434 -10.142985 -3.127936 0.0 0.0 0.0
H 7.343001 -10.184441 -3.247674 0.2 0.4 -0.3
H 5.262132 -11.320074 -5.131856 0.0 -0.1 0.0
H 6.853507 -11.976748 -4.780903 -0.1 0.0 0.1
H 6.112255 -10.362921 -7.005274 0.3 0.4 -0.3
H 7.783775 -10.816010 -6.559258 -0.1 0.0 -0.4
H 7.203519 -8.144472 -6.419308 -0.2 0.2 0.2
H 8.245648 -8.997792 -5.265305 0.0 0.1 -0.1
C 2.372323 1.175543 2.433817 0.5 1.3 -0.6
C 2.289585 2.474056 3.278506 -0.2 -0.5 0.1
C 1.549785 3.516230 2.440315 0.2 0.6 -0.2
N 1.427021 4.898629 3.020723 0.1 0.1 1.1
C 0.570921 4.846117 4.262729 -0.1 0.4 0.1
C 0.823325 5.938925 2.047228 -0.3 -0.3 -0.1
C 1.824555 7.092377 1.947283 -1.3 -0.3 0.2
C 2.642627 6.978557 3.225163 0.7 0.0 -0.5
C 2.771301 5.482498 3.422217 0.7 -0.3 0.2
H 3.110113 1.393574 1.649531 0.3 -0.5 0.1
H 1.463861 1.022048 1.850729 -0.3 -0.2 0.5
H 2.619178 0.293678 3.018684 0.0 0.0 -0.1
H 3.279765 2.856371 3.540466 0.1 -0.2 -0.2
H 1.831760 2.194243 4.228672 -0.5 0.5 -0.1
H 0.549236 3.173121 2.181281 -0.1 0.1 0.0
H 2.102984 3.706255 1.516414 0.0 -0.4 -0.1
H 0.256186 5.852803 4.528425 -0.1 0.0 -0.2
H 1.142701 4.501396 5.119808 0.0 -0.5 -0.2
H -0.300296 4.232411 4.052407 -0.1 0.0 0.1
H -0.114868 6.262998 2.488093 0.0 -0.1 0.0
H 0.590480 5.448442 1.104383 0.1 0.0 0.0
H 1.247231 8.015312 1.936092 0.2 0.1 -0.2
H 2.363786 6.994096 1.008276 0.5 0.2 0.2
H 2.199689 7.442789 4.103964 -0.3 0.1 -0.2
H 3.598350 7.466839 3.036355 0.1 -0.2 0.4
H 3.011501 5.156714 4.433213 -0.3 0.2 0.1
H 3.582492 5.050149 2.829932 -0.4 0.1 -0.5
C 3.247399 -2.625266 -1.207646 0.7 0.0 -0.5
N 3.571311 -1.163072 -1.305660 1.0 -0.2 0.1
C 2.364639 -0.396159 -0.822490 -0.3 -0.9 0.2
C 4.856729 -1.019508 -0.491411 -1.8 0.8 0.6
C 3.963552 -0.696773 -2.704868 -0.3 -0.1 -0.6
C 2.893552 -0.695039 -3.790535 0.1 -0.1 -0.3
O 1.938080 0.306627 -3.558533 -0.1 -0.2 0.3
H 2.465344 -2.892471 -1.910390 -0.2 0.0 0.2
H 3.019961 -2.845920 -0.168289 -0.5 0.0 -0.1
H 4.158617 -3.173182 -1.451067 -0.1 -0.1 -0.2
H 1.540357 -0.961096 -1.253097 -0.2 0.7 -0.5
H 2.406661 0.642103 -1.123822 -0.1 0.0 -0.1
H 2.129333 -0.533185 0.234294 0.9 0.1 0.2
H 4.597545 -1.518406 0.441907 0.5 0.0 0.1
H 5.014907 0.038952 -0.287980 0.1 0.0 -0.2
H 5.703839 -1.449264 -1.012116 -0.1 -0.2 -0.1
H 4.773629 -1.346167 -3.039639 0.1 0.0 0.1
H 4.325104 0.323185 -2.573829 0.1 0.0 0.0
H 2.523126 -1.708689 -3.983073 -0.5 0.1 0.3
H 3.400542 -0.461569 -4.733202 0.3 0.1 0.2
H 1.046920 -0.047912 -3.483784 -0.1 0.0 -0.3
C 15.543600 1.322589 6.308985 -0.3 -0.6 -0.7
N 14.637115 0.139386 6.592714 0.9 -0.1 1.3
C 15.542280 -1.052048 6.834673 -0.1 0.0 0.3
C 13.942642 0.391106 7.901294 -1.1 -0.1 -0.4
C 13.711538 -0.197914 5.481722 0.7 0.0 -1.9
C 12.904531 0.920368 4.868733 -0.2 0.6 -0.6
O 11.885971 1.338160 5.776325 -0.2 -0.1 -0.3
H 16.159861 1.483775 7.187708 -0.1 0.2 0.0
H 14.918712 2.167471 6.043490 0.2 0.2 0.3
H 16.178957 1.051732 5.466857 0.0 0.1 0.0
H 16.153064 -1.208069 5.950967 0.0 -0.2 0.0
H 14.937024 -1.913163 7.113834 -0.1 -0.1 -0.3
H 16.157554 -0.839974 7.705770 0.2 0.2 -0.2
H 13.153654 -0.360400 7.938228 0.0 0.0 0.4
H 13.482416 1.375214 7.899290 0.1 0.0 -0.1
H 14.611030 0.296023 8.750351 0.2 0.0 -0.2
H 13.126984 -1.102482 5.652356 -0.2 0.3 0.9
H 14.347437 -0.548445 4.658224 0.3 0.2 0.1
H 12.513019 0.637344 3.876899 -0.4 -0.9 0.5
H 13.490720 1.760921 4.477359 0.4 0.1 0.9
H 11.448057 2.105601 5.391902 0.1 0.2 0.1
C 5.956211 -4.422909 9.702062 -0.8 0.0 0.0
N 6.321194 -4.837057 8.292596 0.8 0.2 0.5
C 7.799400 -5.078224 8.326018 0.5 -0.5 -0.4
C 5.691412 -6.152081 7.941598 -1.0 0.4 0.2
C 6.003755 -3.765683 7.260727 0.4 -1.4 0.2
C 4.524184 -3.500849 7.093485 -0.5 1.7 -0.1
O 3.892432 -2.983587 8.252280 0.4 -0.6 -0.1
H 6.313405 -3.413622 9.889562 0.2 0.0 0.0
H 6.387772 -5.126012 10.407594 0.1 0.0 -0.1
H 4.875592 -4.434074 9.803516 0.0 0.0 0.0
H 8.038992 -5.647774 9.219514 0.0 0.1 0.1
H 8.390901 -4.164714 8.310086 -0.3 0.2 0.1
H 8.095814 -5.709025 7.486795 -0.1 0.2 -0.1
H 4.609917 -6.079163 8.051603 0.0 0.1 0.2
H 6.038447 -6.899810 8.648663 0.2 -0.1 -0.2
H 5.884015 -6.362811 6.893127 0.4 -0.3 0.1
H 6.439010 -4.180216 6.344409 -0.2 0.1 -0.1
H 6.608023 -2.896326 7.522988 -0.3 0.2 0.3
H 3.951186 -4.340225 6.710430 0.1 -0.2 0.3
H 4.412489 -2.696561 6.351447 0.3 -0.4 -0.5
H 4.200432 -2.078422 8.362966 -0.3 0.1 0.2
C 10.657703 -5.668616 0.757612 -0.1 0.2 -0.1
N 11.879041 -5.342724 1.570959 -0.9 0.3 -1.2
C 11.585511 -4.116259 2.377389 0.9 -0.6 0.8
C 12.141797 -6.500915 2.465765 1.1 -0.2 0.5
C 13.050013 -5.028402 0.650382 1.6 0.7 1.0
C 13.898437 -6.208867 0.225757 -0.1 -0.9 -0.4
O 13.019119 -7.248527 -0.205485 0.3 0.2 0.1
H 10.455129 -4.867389 0.047647 0.2 0.0 0.0
H 9.810509 -5.734931 1.438565 0.0 -0.3 0.0
H 10.855122 -6.593969 0.225852 -0.1 0.0 0.0
H 12.363959 -4.044099 3.140431 0.0 -0.1 0.0
H 10.644844 -4.286538 2.897528 -0.2 0.3 -0.2
H 11.667055 -3.192615 1.810320 -0.5 -0.2 -0.4
H 13.092729 -6.323159 2.970776 -0.1 0.1 0.2
H 12.293722 -7.412857 1.896137 -0.3 0.1 -0.3
H 11.347404 -6.624740 3.196386 -0.1 0.2 -0.1
H 13.693541 -4.436869 1.311976 0.2 0.0 -0.2
H 12.789649 -4.336156 -0.148124 -0.7 -0.4 -0.1
H 14.565047 -6.515849 1.039713 -0.3 -0.2 0.2
H 14.593688 -5.983538 -0.585545 -0.2 0.7 0.0
H 13.540182 -7.868652 -0.730191 -0.1 -0.2 0.0
C 5.511207 4.419132 9.813469 -0.6 -0.5 0.2
C 6.555931 5.526458 9.885044 -1.2 0.4 -0.3
C 7.899837 5.140622 9.274994 0.2 1.4 -0.1
C 8.746804 4.341822 10.246249 -1.6 -1.2 0.2
N 9.596847 3.249148 9.619097 1.2 0.4 0.0
C 8.820617 2.085144 9.026336 -0.4 -0.1 0.3
C 9.095020 0.867934 9.912626 0.5 0.7 0.3
C 10.494313 1.140655 10.481211 -0.4 1.2 -0.5
C 10.466482 2.651732 10.724263 -1.0 -0.8 0.6
C 10.469330 3.864145 8.580805 0.2 0.1 0.0
H 5.557496 3.753808 10.680657 0.2 -0.3 -0.2
H 5.533246 3.851065 8.872916 0.5 -0.1 0.1
H 4.466357 4.740016 9.817918 0.2 0.6 0.3
H 6.626427 5.928255 10.898830 0.4 -0.4 0.1
H 6.145964 6.402078 9.374363 0.3 -0.1 -0.4
H 8.369583 6.098234 9.028978 0.4 -0.2 0.1
H 7.758469 4.672543 8.296703 -0.1 -0.4 0.2
H 8.078335 3.733036 10.867909 -0.1 0.2 0.1
H 9.294189 4.952623 10.961712 0.6 0.0 -0.4
H 9.191228 1.937922 8.013547 -0.1 0.1 -0.1
H 7.759288 2.327707 9.030668 0.1 0.2 -0.3
H 9.056782 -0.096856 9.410833 -0.2 0.1 -0.2
H 8.374833 0.879208 10.732213 0.0 -0.2 0.0
H 11.276904 1.023737 9.727225 0.1 -1.0 0.3
H 10.585733 0.633692 11.436721 0.8 -0.3 -0.2
H 11.432137 3.141806 10.770995 -0.1 0.1 0.1
H 9.888660 2.772128 11.640728 0.3 0.5 0.1
H 11.127000 3.108259 8.152731 0.1 0.0 0.1
H 11.048064 4.649927 9.061119 0.1 0.0 -0.1
H 9.854618 4.290963 7.794284 0.0 0.0 0.0
```
Forces are in eV/Å.

## Properties
frontier orbital gap	8.61	eV
net charge	+8

Atomic partial charges in e from the Mulliken method, atoms 1 to 99:
1. C -1.7228
2. C 0.4800
3. C -0.4837
4. N 0.5765
5. C -1.0647
6. C -0.8091
7. C 0.9828
8. C -0.8260
9. C -1.0270
10. H 0.2897
11. H 0.4070
12. H 0.5161
13. H 0.5240
14. H -0.2584
15. H -0.2330
16. H 0.6574
17. H 0.4102
18. H 0.3514
19. H 0.3838
20. H 0.3882
21. H 0.2541
22. H -0.3860
23. H -0.1002
24. H 0.5909
25. H 0.2276
26. H 0.6940
27. H 0.2062
28. C -1.2243
29. C -0.2801
30. C -0.8092
31. N -0.0477
32. C -0.9506
33. C -0.6416
34. C -0.5678
35. C -0.7347
36. C -0.4362
37. H 0.2517
38. H 0.3921
39. H 0.3074
40. H 0.3717
41. H 0.3823
42. H 0.3728
43. H 0.4047
44. H 0.3162
45. H 0.3952
46. H 0.4532
47. H 0.3918
48. H 0.4271
49. H 0.3346
50. H 0.3733
51. H 0.3168
52. H 0.3469
53. H 0.4603
54. H 0.3891
55. C -1.4055
56. C -0.1637
57. C -1.2107
58. N 0.2274
59. C -1.0914
60. C -0.4514
61. C -0.5915
62. C -0.6059
63. C -0.8041
64. H 0.3264
65. H 0.4303
66. H 0.4582
67. H 0.2831
68. H 0.3741
69. H 0.6014
70. H 0.4584
71. H 0.5160
72. H 0.3728
73. H 0.3684
74. H 0.3222
75. H 0.3964
76. H 0.3472
77. H 0.3272
78. H 0.3627
79. H 0.3619
80. H 0.3362
81. H 0.4633
82. C -1.2308
83. N 0.4775
84. C -1.1019
85. C -1.1222
86. C -0.4271
87. C -0.7723
88. O -0.5166
89. H 0.4004
90. H 0.3852
91. H 0.5493
92. H 0.3771
93. H 0.4689
94. H 0.3580
95. H 0.3104
96. H 0.4846
97. H 0.4218
98. H 0.3681
99. H 0.4396